An isolated molecule of C2H4N2O2 at a distorted geometry, computed with the ωB97M-V functional and the def2-TZVPD basis.

Cartesian coordinates (Å):
1 O 1.273 0.935 -1.492
2 N 1.929 0.528 -0.393
3 C 1.326 0.067 0.632
4 C -0.117 -0.179 0.621
5 N -0.964 0.059 -0.325
6 O -2.046 -0.694 0.009
7 H 0.368 0.442 -1.394
8 H 1.814 -0.076 1.582
9 H -0.630 -0.903 1.297
10 H -2.953 -0.180 -0.536

Summary:
SMILES string: O/N=C\C=N\O
Frontier orbital gap: 9.71 eV
LUMO energy: 0.0756 eV
Relative energy (zero: lowest compared OMol25 entry of this formula, charge and spin): 145.3 kcal per mole
Multiplicity: 1
Total energy: -338.42169 a.u.

***

An isolated molecule of C2H4N2O2 at a distorted geometry, computed with the ωB97M-V functional and the def2-TZVPD basis.

Cartesian coordinates (Å):
1 C 1.645 -0.218 -0.092
2 C 0.139 -0.269 0.105
3 N -0.605 0.412 -0.624
4 N -2.124 0.396 -0.148
5 O -2.280 0.445 1.036
6 O -2.877 0.320 -1.034
7 H 2.248 -1.069 0.069
8 H 2.028 0.440 0.686
9 H 2.120 0.275 -1.058
10 H -0.295 -0.732 1.060

Summary:
SMILES string: C/C=N/[N+](=O)[O-]
Frontier orbital gap: 11.00 eV
LUMO energy: 0.3468 eV
Relative energy (zero: lowest compared OMol25 entry of this formula, charge and spin): 131.1 kcal per mole
Multiplicity: 1
Total energy: -338.44420 a.u.

***

An isolated molecule of C2H4N2O2 at a distorted geometry, computed with the ωB97M-V functional and the def2-TZVPD basis.

Cartesian coordinates (Å):
1 H -0.971 1.516 -0.657
2 N -0.280 1.925 -0.087
3 C 0.233 1.090 0.849
4 N -0.067 -0.337 1.159
5 O -0.683 -0.622 -0.046
6 C -0.113 -1.354 -1.077
7 O 1.140 -1.369 -1.117
8 H 0.759 1.339 1.832
9 H 1.110 -0.447 0.818
10 H -1.128 -1.740 -1.674

Summary:
SMILES string: [H]/N=C\NOC=O
Frontier orbital gap: 10.97 eV
LUMO energy: 0.5865 eV
Relative energy (zero: lowest compared OMol25 entry of this formula, charge and spin): 141.1 kcal per mole
Multiplicity: 1
Total energy: -338.42831 a.u.

***

An isolated molecule of C2H4N2O2 at a distorted geometry, computed with the ωB97M-V functional and the def2-TZVPD basis.

Cartesian coordinates (Å):
1 C 0.468 0.931 0.362
2 C -0.002 -0.262 -0.453
3 O 0.628 -0.952 -1.403
4 N -0.965 0.635 0.734
5 N -0.658 -0.823 0.755
6 O -1.238 0.461 -0.701
7 H 0.019 -1.575 -1.823
8 H -0.037 -1.067 1.526
9 H 1.189 0.775 1.160
10 H 0.594 1.876 -0.158

Summary:
Frontier orbital gap: 10.81 eV
LUMO energy: 0.7132 eV
Relative energy (zero: lowest compared OMol25 entry of this formula, charge and spin): 145.2 kcal per mole
Multiplicity: 1
Total energy: -338.42187 a.u.

***

The ion C2H4N2O2 with charge +1 at a distorted geometry, computed with the ωB97M-V functional and the def2-TZVPD basis.

Cartesian coordinates (Å):
1 O -1.252 -1.024 -0.958
2 C -1.254 -0.815 0.239
3 N -0.290 -0.077 0.891
4 C 0.734 0.601 0.282
5 N 0.871 0.523 -1.056
6 O 1.608 1.190 0.917
7 H -2.043 -1.231 0.841
8 H -0.225 -0.088 1.907
9 H 0.280 -0.189 -1.555
10 H 1.572 1.111 -1.509

Summary:
Net charge: +1
Frontier orbital gap (spin up / spin down): 11.52 / 6.33 eV
LUMO energy (spin up / spin down): -4.8365 / -9.9887 eV
Relative energy (zero: lowest compared OMol25 entry of this formula, charge and spin): 0.0 kcal per mole
Multiplicity: 2
<S²>: 0.78
Total energy: -338.27337 a.u.

***

An isolated molecule of C2H4N2O2S at a distorted geometry, computed with the ωB97M-V functional and the def2-TZVPD basis.

Cartesian coordinates (Å):
1 H 0.095 1.850 -0.360
2 N -0.590 1.196 -0.234
3 C -0.305 0.021 -0.290
4 N -1.201 -1.046 -0.251
5 O -2.589 -0.729 -0.043
6 O 0.994 -0.567 -0.663
7 C 1.902 0.148 0.031
8 S 3.393 -0.511 -0.090
9 H -0.843 -1.570 0.851
10 H -2.455 0.185 0.471
11 H 1.599 1.023 0.579

Summary:
SMILES string: [H]/N=C(/NO)OC=S
Frontier orbital gap: 8.87 eV
LUMO energy: -0.3635 eV
Relative energy (zero: lowest compared OMol25 entry of this formula, charge and spin): 106.2 kcal per mole
Multiplicity: 1
Total energy: -736.63563 a.u.

***

An isolated molecule of C2H4N2O2S at a distorted geometry, computed with the ωB97M-V functional and the def2-TZVPD basis.

Cartesian coordinates (Å):
1 C 0.490 -0.178 -0.215
2 N -0.270 0.666 0.840
3 S -0.227 0.013 2.419
4 O -0.709 0.885 3.447
5 O 0.991 -0.695 2.563
6 C -1.501 -1.196 2.081
7 N -2.097 -2.132 1.809
8 H 1.505 -0.312 0.031
9 H 0.048 -1.130 -0.319
10 H 0.418 0.555 -1.033
11 H -1.233 1.008 0.621

Summary:
SMILES string: CNS(=O)(=O)C#N
Frontier orbital gap: 11.77 eV
LUMO energy: 0.5031 eV
Relative energy (zero: lowest compared OMol25 entry of this formula, charge and spin): 58.3 kcal per mole
Multiplicity: 1
Total energy: -736.71203 a.u.

***

An isolated molecule of C2H4N2O2S at a distorted geometry, computed with the ωB97M-V functional and the def2-TZVPD basis.

Cartesian coordinates (Å):
1 O 0.465 1.586 -0.079
2 C -0.110 0.513 -0.012
3 C 0.575 -0.825 -0.006
4 N 1.824 -1.048 -0.009
5 S 3.085 0.059 -0.071
6 N -1.481 0.498 0.125
7 O -2.175 -0.651 -0.268
8 H -0.072 -1.699 0.045
9 H 2.440 1.244 -0.078
10 H -1.940 1.326 -0.175
11 H -2.611 -1.003 0.529

Summary:
SMILES string: O=C(/C=N\S)NO
Frontier orbital gap: 9.24 eV
LUMO energy: 0.0058 eV
Relative energy (zero: lowest compared OMol25 entry of this formula, charge and spin): 61.0 kcal per mole
Multiplicity: 1
Total energy: -736.70763 a.u.

***

- Which of these has the lowest total energy?
  number 7

***

- Number 4 is which compound?
  C2H4N2O2

***

- Which formula does entry 7 have?
  C2H4N2O2S

***

- What is the relative energy (zero: lowest compared OMol25 entry of this formula, charge and spin) in the sixth record?
  106.2 kcal per mole